{
  "formula": "C4H3N6",
  "method": "the ωB97M-V functional and the def2-TZVPD basis",
  "homo_lumo_gap_ev": 7.65,
  "relative_energy_kj_mol": 0.0,
  "charge": 1,
  "energy_ev": -13126.2059,
  "species": ["C", "C", "C", "C", "N", "N", "N", "N", "N", "N", "H", "H", "H"],
  "xyz": [[-1.9538, -0.9342, 0.5797], [-0.3874, 0.3785, 2.0927], [-0.8716, -0.2011, 0.9316], [0.0145, 0.4215, -0.1507], [-2.9758, -1.3991, 0.4021], [-1.2510, 3.2885, -0.9908], [0.7539, 1.0968, 1.8205], [0.9950, 1.1958, 0.6253], [-1.0318, 2.2562, -0.6339], [0.4444, -0.2112, -1.2550], [-0.7071, 0.2067, 3.1168], [-0.1536, -0.9064, -1.7225], [1.3993, -0.0856, -1.4322]],
  "atomic_forces_ev_per_a": [[-1.1, -0.6, 0.6], [-2.6, -3.1, -1.4], [2.3, 3.7, 0.6], [1.5, -3.6, 0.4], [-1.4, -1.0, -0.7], [0.7, -3.4, 1.2], [1.3, 1.3, 0.3], [1.3, 0.6, -1.8], [-1.0, 3.9, -1.4], [-3.1, 1.4, 3.3], [0.0, 0.1, -0.3], [0.6, 0.3, 0.3], [1.6, 0.4, -1.2]],
  "mulliken_charge": [0.0111, -0.4451, 0.4808, 0.7715, -0.2785, -0.3355, -0.1304, -0.3355, 0.3553, -0.1998, 0.5045, 0.3127, 0.2890]
}

=====

{
  "formula": "C4H3NO",
  "method": "the ωB97M-V functional and the def2-TZVPD basis",
  "smiles": "C#C[C@H](O)C#N",
  "homo_lumo_gap_ev": 11.70,
  "relative_energy_kj_mol": 145.3,
  "energy_ev": -7731.2384,
  "species": ["C", "C", "C", "O", "C", "N", "H", "H", "H"],
  "xyz": [[2.0215, 0.6057, 0.0019], [0.9246, 0.1564, -0.1990], [-0.4288, -0.3961, -0.3921], [-1.3213, 0.4802, -1.0305], [-0.9638, -0.7967, 0.9345], [-1.4101, -1.0126, 1.9783], [2.9972, 0.9984, 0.1909], [-0.3752, -1.2830, -1.0314], [-1.4441, 1.2477, -0.4526]],
  "atomic_forces_ev_per_a": [[-0.5, -0.2, -0.1], [0.6, 0.2, 0.1], [0.1, -0.2, 0.1], [0.0, 0.3, 0.1], [-0.4, -0.2, 1.0], [0.4, 0.1, -1.0], [-0.2, -0.1, -0.1], [0.0, 0.1, 0.1], [0.0, -0.1, -0.2]],
  "mulliken_charge": [0.1513, -0.6230, 0.1884, -0.5173, 0.1587, -0.3567, 0.4102, 0.2202, 0.3683]
}